#i
C4H12N2O2 as an isolated structure. Source: the Open Molecules 2025 dataset; level of theory: ωB97M-V/def2-TZVPD.

Each line ends with the Mulliken charge.
CARTESIAN COORDINATES (ANGSTROEM)
C (-0.66019, -0.22230, 0.31742)  0.710
C (1.00825, -1.24162, -1.54949)  -1.027
H (1.98846, 1.13723, -2.02015)  0.357
H (0.20769, -1.97885, -1.59961)  0.321
O (-0.29363, -1.15641, 1.27021)  -0.521
N (-1.80592, -0.58251, -0.40887)  -0.494
H (-1.07374, 2.24603, 2.34856)  0.248
H (-0.70381, -2.00216, 1.05548)  0.386
H (-1.61981, 0.54300, 2.74435)  0.300
H (1.42592, -1.13388, -2.55793)  0.343
O (-0.58478, 1.05356, 0.64673)  -0.435
H (-1.76219, -0.10404, -1.30757)  0.265
H (0.14560, 0.98648, 2.75445)  0.290
H (2.26234, 0.79562, -0.27524)  0.302
N (0.47354, 0.02598, -1.10762)  -0.202
C (-0.83984, 1.18729, 2.34603)  -0.643
H (-2.56623, -0.99201, 0.11519)  0.192
H (1.81809, -1.59839, -0.89524)  0.289
C (1.50812, 1.03045, -1.04087)  -0.951
H (1.07212, 2.00654, -0.83584)  0.271

Its molar mass is 120.15 g/mol. The frontier orbital gap is 8.28 eV.

#ii
A 2-piece molecular cluster, C4H12N2O2 overall. Source: the Open Molecules 2025 dataset; level of theory: ωB97M-V/def2-TZVPD.

Each line ends with the Mulliken charge.
CARTESIAN COORDINATES (ANGSTROEM)
O (0.74591, 1.29459, 1.00071)  -0.557
H (3.17780, 0.24916, -0.20701)  0.377
H (-2.86240, 0.95041, -0.95994)  0.412
H (-0.47540, -0.70045, -1.68144)  0.254
C (-1.21347, -0.64340, -0.87570)  -0.423
N (1.87988, -1.17814, 0.74912)  -0.559
H (-2.73539, 0.19286, 1.32538)  0.237
H (-1.23584, 0.94993, 1.47509)  0.321
O (-0.94931, -1.47446, 0.21628)  -0.582
H (-2.10466, -1.07772, -1.33073)  0.328
H (1.87667, -0.74693, 1.66758)  0.232
H (2.03693, -0.60308, -1.25883)  0.316
H (1.28352, 1.74695, -0.90706)  0.411
H (2.55765, -1.92901, 0.73268)  0.200
H (-1.24892, 1.65861, -0.70321)  0.257
C (-1.94045, 0.88051, -0.38955)  -0.648
H (-0.02111, -1.35560, 0.50320)  0.471
C (1.21730, 1.00406, -0.08965)  0.091
N (-2.14533, 0.95043, 0.99474)  -0.553
C (2.15661, -0.16872, -0.26164)  -0.584

Its molar mass is 120.15 g/mol. The SMILES is NCC=O.NCCO. The frontier orbital gap is 8.64 eV.

Which is the most stable structure? #ii is the most stable.

#i
A 2-piece molecular cluster, C2H4O3P overall. Source: the Open Molecules 2025 dataset; level of theory: ωB97M-V/def2-TZVPD.

Each line ends with the Mulliken charge.
CARTESIAN COORDINATES (ANGSTROEM)
O (-1.05644, -0.14936, -0.92766)  -0.199
H (-1.89910, -0.57623, 0.99250)  -0.021
C (-0.32924, 0.88647, -0.23007)  -0.687
O (2.06635, -0.97641, 0.18164)  -0.317
H (-0.65481, -1.83966, 0.53832)  -0.012
O (2.72629, 1.12841, -0.37411)  -0.403
H (-0.51407, 1.94718, -0.58240)  0.136
P (-1.71948, -1.33531, -0.22727)  -0.044
C (2.10560, 0.13818, -0.15744)  0.361
H (-0.72510, 0.77676, 0.78650)  0.186

Its molar mass is 107.02 g/mol. The frontier orbital gap is 6.46 eV. Its total charge is -1.

#ii
An isolated ion of composition C2H4O3P and charge -1. Source: the Open Molecules 2025 dataset; level of theory: ωB97M-V/def2-TZVPD.

Each line ends with the Mulliken charge.
CARTESIAN COORDINATES (ANGSTROEM)
H (0.70158, -0.68647, 1.13873)  0.256
O (-0.66306, -0.90371, -1.43442)  -0.473
H (-1.66822, 1.35275, -1.33642)  0.240
H (-0.94403, -1.13370, 0.67909)  0.219
P (0.65772, -0.20609, -2.40998)  -0.088
C (-0.24863, -0.29612, 0.80291)  -0.870
O (-0.89298, 1.32484, -0.81653)  -0.510
H (-0.69255, 0.53691, 1.49167)  0.221
C (-0.08901, 0.16786, -0.78017)  0.602
O (2.01605, -0.75363, -2.09047)  -0.597

Its molar mass is 107.02 g/mol. The SMILES is C[C@]1(O)OP1[O-]. The frontier orbital gap is 7.44 eV. Its total charge is -1.

Which is the most stable structure? #ii is the most stable.

#i
C2H4O3P as an isolated structure. Source: the Open Molecules 2025 dataset; level of theory: ωB97M-V/def2-TZVPD.

Each line ends with the Mulliken charge.
CARTESIAN COORDINATES (ANGSTROEM)
H (-2.20925, -1.15271, 0.52464)  0.268
H (1.57523, -0.78436, -0.56439)  -0.006
C (-1.04422, -0.62038, -1.03757)  -0.617
O (-0.09209, 2.01965, 1.60996)  -0.471
H (-0.58971, -1.39697, -1.75789)  0.067
O (-1.55733, -1.61792, -0.00562)  -0.445
C (0.91350, 1.37708, 1.45782)  0.493
P (0.49747, 0.08420, -0.51269)  0.164
O (1.99338, 1.10589, 1.88643)  -0.503
H (0.51303, 0.98551, -1.60069)  0.048

Its molar mass is 107.02 g/mol. The frontier orbital gap is 6.96 eV. Its total charge is -1.

#ii
An isolated ion of composition C2H4O3P and charge -1. Source: the Open Molecules 2025 dataset; level of theory: ωB97M-V/def2-TZVPD.

Each line ends with the Mulliken charge.
CARTESIAN COORDINATES (ANGSTROEM)
H (-0.89734, -0.49068, -0.44456)  0.472
H (0.14301, 0.31629, -1.78027)  0.206
O (0.01865, 2.24947, 0.58146)  -0.603
O (-0.59160, -1.50695, 1.10410)  -0.796
C (-0.63544, 0.47572, -0.97722)  -1.010
H (-0.06146, -2.29554, 1.47195)  0.255
C (0.09828, 1.07309, 0.19892)  0.581
P (1.12700, -0.26511, 1.11213)  0.139
H (-1.27315, 1.27208, -1.36605)  0.303
O (2.07205, -0.82837, 0.09954)  -0.548

Its molar mass is 107.02 g/mol. The SMILES is CC(=O)P([O-])O. The frontier orbital gap is 7.64 eV. Its total charge is -1.

Which is the most stable structure? #ii is the most stable.

#i
One molecule with the formula C4H9N3. Source: the Open Molecules 2025 dataset; level of theory: ωB97M-V/def2-TZVPD.

Each line ends with the Mulliken charge.
CARTESIAN COORDINATES (ANGSTROEM)
H (-1.67526, -1.87228, -0.86338)  0.250
H (2.05177, 1.55510, -0.68963)  0.351
N (2.40742, -0.70165, 0.48899)  -0.534
H (0.32654, 1.76497, -0.61552)  0.355
N (-1.95882, -0.91372, -0.71916)  -0.501
H (-2.79699, 0.98138, 1.02445)  0.285
N (0.15428, -0.91862, 0.54513)  -0.564
H (1.02689, 0.68976, -1.84779)  0.275
C (-1.26841, -0.27463, 0.30100)  0.603
C (1.10524, 1.03436, -0.81832)  -1.113
H (2.41875, -1.40043, 1.21954)  0.219
H (3.05536, -0.92427, -0.25329)  0.195
H (-1.11946, 1.28434, 1.70260)  0.293
H (-2.96643, -0.84042, -0.65769)  0.230
C (1.00225, -0.13978, 0.09180)  0.659
C (-1.76313, 0.67592, 1.09126)  -1.004

Its molar mass is 99.14 g/mol. The SMILES is C=C(N)/N=C(\C)N. The frontier orbital gap is 9.38 eV.

#ii
One molecule with the formula C4H9N3. Source: the Open Molecules 2025 dataset; level of theory: ωB97M-V/def2-TZVPD.

Each line ends with the Mulliken charge.
CARTESIAN COORDINATES (ANGSTROEM)
H (0.97357, 1.54259, -0.39242)  0.402
N (-0.60383, -0.49974, -0.74442)  0.139
H (2.54906, -0.28367, 1.52882)  0.309
C (2.29803, 0.70875, 1.15924)  -0.970
H (-0.19855, -2.39239, -1.47926)  0.250
H (-2.22768, 2.20918, 0.00213)  0.258
C (-0.99202, -1.88598, -0.92540)  -0.816
C (1.19073, 0.64218, 0.17138)  0.039
H (1.98380, 1.34438, 1.99658)  0.229
H (-1.12234, -2.41887, 0.02473)  0.351
H (-2.56010, 0.02132, -0.45181)  0.267
N (-1.36809, 1.67305, -0.03668)  -0.537
H (-1.93757, -1.91573, -1.46525)  0.353
C (-1.56125, 0.43683, -0.26512)  -0.020
H (3.17535, 1.17154, 0.70093)  0.314
N (0.40088, -0.35344, 0.17653)  -0.568

Its molar mass is 99.14 g/mol. The SMILES is [H]/N=C/N(C)/N=C/C. The frontier orbital gap is 9.60 eV.

Which is the most stable structure? #i is the most stable.

#i
C12H14N2 as an isolated structure. Source: the Open Molecules 2025 dataset; level of theory: ωB97M-V/def2-TZVPD.

Each line ends with the Mulliken charge.
CARTESIAN COORDINATES (ANGSTROEM)
C (-1.50757, 1.92452, -1.46592)  -0.454
H (0.21484, -0.28245, -1.68894)  0.065
C (-0.20867, -2.14305, -0.82340)  -0.531
H (1.89151, 1.39658, 0.50840)  0.348
C (0.67097, 2.62562, -1.07169)  -0.347
C (-0.30055, -1.59243, 2.93271)  -0.488
H (-0.03971, 3.40409, -3.09162)  0.192
H (-0.74785, -3.42092, 1.86264)  0.194
H (2.32302, -1.59540, -0.33017)  0.197
C (-0.17780, -0.24991, 2.51912)  -0.321
H (-2.47920, 2.29017, -1.80753)  0.369
C (0.78595, -1.24187, -1.52063)  -0.680
C (-0.16733, 0.86996, 0.28550)  0.248
C (0.88074, 1.69429, 0.06477)  -0.358
H (-1.09607, -2.41726, -1.61559)  0.252
H (1.45135, 3.30045, -1.60103)  0.142
C (-0.29339, -2.33761, 1.68691)  -0.451
H (-0.15174, -1.94480, 4.05304)  0.276
N (1.91237, -0.78790, -0.81521)  -0.361
C (-0.42503, -1.56312, 0.54928)  0.362
H (0.24461, 0.77560, 2.97440)  0.231
H (0.20451, -3.33673, -0.50315)  0.238
C (-0.30550, 2.66735, -1.99259)  -0.451
H (-2.43160, 0.63749, -0.46738)  0.221
H (0.94446, -1.60091, -2.49903)  0.525
N (-0.23671, -0.22500, 0.99641)  0.503
H (2.50389, -0.20562, -1.31059)  0.221
C (-1.37878, 1.02792, -0.45603)  -0.142

Its molar mass is 186.26 g/mol. The frontier orbital gap is 8.91 eV.

#ii
One molecule with the formula C12H14N2. Source: the Open Molecules 2025 dataset; level of theory: ωB97M-V/def2-TZVPD.

Each line ends with the Mulliken charge.
CARTESIAN COORDINATES (ANGSTROEM)
H (3.13358, 3.20738, 0.98956)  0.281
H (-3.88863, -0.70076, -2.38543)  0.294
C (-0.90929, -0.53950, -0.71704)  0.126
H (2.90599, 1.01593, -0.37447)  0.256
H (2.18914, 2.25212, 2.88695)  0.407
C (0.78280, -0.30922, 0.87251)  1.113
H (0.28657, -2.05406, 1.97138)  0.537
N (2.27385, 2.66782, 0.83874)  -0.217
H (2.48684, 2.85923, -1.22884)  0.367
C (-0.83475, -1.73937, 0.02388)  0.693
H (0.05606, 2.06590, -0.91750)  0.391
C (1.80552, 0.33707, 1.80100)  -1.086
H (2.82004, 0.09705, 1.70747)  0.368
C (0.88113, 1.36037, -1.06264)  -0.479
C (-1.88262, -2.70280, -0.25947)  -0.664
H (1.63476, -0.00861, 2.74571)  0.515
H (-3.57792, -3.11767, -1.35689)  0.301
C (-2.08872, 0.02314, -1.40803)  -0.480
C (1.76412, 1.92467, 1.87005)  -0.754
H (1.08755, 1.08069, -2.11042)  0.324
C (2.22897, 2.04034, -0.42130)  -0.738
C (-2.87707, -2.29371, -1.18261)  -0.399
C (-3.01632, -0.93739, -1.70184)  -0.425
H (-2.15718, -3.62189, 0.27742)  0.309
H (0.66516, 2.04333, 1.93759)  0.254
H (-2.39955, 1.04565, -1.82223)  0.223
C (0.17466, -1.57167, 1.10909)  -1.700
N (0.38142, 0.22990, -0.24759)  0.183

Its molar mass is 186.26 g/mol. The SMILES is c1ccc2c(c1)cc1n2CCNCC1. The frontier orbital gap is 8.08 eV.

Which is the most stable structure? #ii is the most stable.

#i
A 3-piece molecular cluster, C2H4N2O2 overall. Source: the Open Molecules 2025 dataset; level of theory: ωB97M-V/def2-TZVPD.

Each line ends with the Mulliken charge.
CARTESIAN COORDINATES (ANGSTROEM)
H (-8.95838, 4.92637, -2.65909)  -0.087
H (8.00289, -4.82544, 2.00875)  0.264
N (9.80076, -5.26981, 1.38763)  -0.476
C (-8.68116, 5.24251, -1.74198)  -0.407
N (-10.24097, 4.61284, -0.61415)  -0.079
C (8.71747, -4.62395, 1.25069)  -0.436
H (8.33801, -3.78921, 0.58092)  0.291
O (10.88264, -4.90881, 0.65680)  -0.642
H (-7.75323, 4.57633, -1.35671)  -0.012
O (-10.10803, 4.05917, 0.48714)  -0.416

Its molar mass is 88.07 g/mol. The frontier orbital gap (alpha / beta) is 7.02 / 7.18 eV. Its total charge is -2.

#ii
A 2-piece molecular cluster, C2H4N2O2 overall. Source: the Open Molecules 2025 dataset; level of theory: ωB97M-V/def2-TZVPD.

Each line ends with the Mulliken charge.
CARTESIAN COORDINATES (ANGSTROEM)
H (0.00741, -1.15202, 1.23468)  0.155
N (-2.18234, -0.19382, 0.05912)  -0.484
H (0.48664, -1.91313, -0.38583)  0.156
H (1.07167, 1.44776, -0.93220)  0.156
C (0.00468, -0.93152, 0.05094)  -0.444
O (-3.22763, -0.09279, -0.73139)  -0.657
N (-1.15461, -0.64666, -0.65355)  -0.107
H (0.83408, 1.49557, 0.99049)  0.121
O (2.72207, 0.92778, 0.25723)  -0.776
C (1.43804, 1.05882, 0.11052)  -0.120

Its molar mass is 88.07 g/mol. The frontier orbital gap (alpha / beta) is 4.65 / 4.66 eV. Its total charge is -2.

Which is the most stable structure? #ii is the most stable.